C36H40CsN4O5S6 | wB97M-V/def2-TZVPD

Geometry as XYZ:
```
92
Properties=species:S:1:pos:R:3:forces:R:3
Cs 0.413 1.260 -0.522 0.74 -1.98 0.42
S -3.252 0.760 -6.986 -0.10 -0.03 -0.13
S -3.298 -0.140 1.505 -0.05 0.08 -0.04
S -0.236 0.875 2.702 0.05 0.14 0.03
S 1.091 -2.277 3.222 0.09 -0.02 -0.02
S -0.984 -2.419 0.304 0.09 0.00 -0.13
S 4.719 -4.061 0.618 0.19 0.20 0.05
O 2.633 1.252 1.134 0.49 -0.01 0.46
O -1.686 2.784 0.128 -0.19 0.69 0.62
O -1.277 4.768 -2.358 -0.16 0.16 0.06
O -2.856 2.172 -1.646 -0.28 -0.04 -0.54
O 0.080 2.978 -2.315 -0.39 0.87 -0.77
N 3.915 2.553 2.478 0.01 -0.05 0.04
N -0.515 -0.736 -2.858 -0.03 0.02 -0.07
N 1.565 -2.058 -1.688 0.13 0.01 0.04
N 4.877 0.985 1.008 -0.01 -0.01 0.08
C -4.275 2.123 -6.832 0.00 0.10 0.05
C 3.235 -3.728 -3.157 -0.10 0.16 0.06
C -2.664 0.951 -5.379 0.18 0.01 0.26
C 0.150 -1.540 -5.033 -0.09 0.08 -0.03
C 5.208 3.112 2.814 0.01 0.06 -0.02
C -0.976 3.625 -1.998 0.10 0.38 -0.61
C -1.868 1.293 3.340 -0.11 0.11 0.04
C 0.296 -1.473 -3.643 0.15 -0.08 0.18
C 2.207 -3.025 -3.803 0.07 -0.08 0.11
C 4.488 -4.288 -1.069 -0.15 -0.21 -0.34
C 1.997 -3.103 -5.221 -0.05 0.05 0.00
C -3.534 -1.933 1.480 0.02 -0.23 0.02
C -0.527 -3.703 1.487 -0.02 -0.18 0.15
C 1.019 -2.380 -5.807 0.03 -0.03 0.02
C 6.313 -5.646 -0.583 0.00 0.19 0.02
C 3.747 1.590 1.515 0.03 -0.09 -0.19
C -1.950 2.840 -1.101 -0.37 -0.20 0.27
C 0.555 -1.135 4.529 -0.15 0.04 0.09
C 1.378 -2.207 -3.013 -0.19 0.08 -0.10
C 6.083 -5.087 0.638 0.00 -0.29 0.01
C 6.298 2.076 2.643 0.06 0.03 0.03
C -0.848 -0.741 -5.620 0.04 -0.05 0.11
C 4.730 0.095 -0.126 0.02 0.01 -0.07
C -2.783 -2.563 0.308 -0.17 -0.03 -0.07
C 5.399 -5.184 -1.567 -0.02 0.15 0.18
C 2.535 -2.722 -1.114 -0.05 0.07 -0.17
C 3.415 -3.588 -1.796 0.11 -0.15 0.08
C -2.891 0.163 3.245 0.10 -0.04 0.13
C -0.406 -3.260 2.945 -0.16 -0.01 -0.04
C -3.229 2.029 -4.758 -0.14 -0.03 -0.21
C 6.211 1.489 1.252 0.04 0.01 -0.05
C 0.701 0.333 4.137 0.08 -0.02 0.18
C -1.646 0.051 -4.830 -0.01 -0.01 -0.04
C 2.765 3.353 2.856 -0.03 0.04 0.05
C -4.154 2.700 -5.605 0.00 -0.01 0.02
C -1.447 -0.006 -3.421 0.08 0.03 -0.16
H -0.948 -0.742 -6.700 -0.04 0.03 -0.01
H 1.851 2.862 2.533 0.00 0.00 -0.01
H 1.743 0.534 3.874 -0.01 -0.02 -0.05
H 7.112 -6.344 -0.781 0.02 0.00 0.00
H -4.698 3.581 -5.300 -0.02 0.01 -0.01
H 0.872 -2.424 -6.880 -0.01 0.01 -0.01
H 1.132 -1.327 5.436 0.05 -0.03 -0.04
H 3.694 -0.214 -0.211 0.00 -0.01 0.03
H 2.647 -3.737 -5.812 0.01 -0.01 0.01
H 2.642 -2.553 -0.044 0.03 -0.04 0.04
H -2.060 0.602 -2.757 -0.06 0.02 -0.05
H 5.428 -5.493 -2.600 -0.01 0.00 -0.03
H -3.783 0.431 3.817 -0.04 0.00 -0.07
H -4.906 2.431 -7.649 0.00 -0.01 -0.03
H -3.205 -2.367 2.425 0.04 0.05 0.02
H -0.409 -4.140 3.594 0.07 0.03 0.02
H 2.814 4.347 2.400 -0.02 -0.01 -0.01
H 5.366 -0.784 0.009 -0.02 0.00 0.02
H -3.017 2.328 -3.735 0.06 -0.01 0.10
H -1.262 -2.642 3.212 0.01 0.03 -0.01
H -3.098 -2.077 -0.619 0.07 0.05 0.01
H -1.790 1.661 4.367 0.05 -0.05 0.00
H 2.742 3.471 3.943 0.01 0.00 -0.01
H 6.171 1.282 3.382 -0.02 -0.01 0.00
H 5.021 0.591 -1.059 -0.01 0.00 0.02
H 7.277 2.531 2.801 -0.01 0.00 0.00
H -3.060 -3.618 0.205 0.04 0.00 0.05
H -0.487 -1.359 4.766 0.01 -0.02 -0.03
H -4.595 -2.182 1.381 -0.01 0.09 -0.02
H 3.883 -4.359 -3.753 0.04 -0.03 0.04
H 5.417 3.995 2.191 0.01 -0.03 0.00
H -2.480 -0.750 3.681 -0.02 -0.01 -0.03
H -2.188 2.130 2.714 0.01 -0.02 -0.03
H -1.252 -4.520 1.418 -0.03 0.05 0.01
H 5.165 3.461 3.849 0.00 -0.02 -0.01
H 6.631 -5.251 1.551 -0.04 -0.02 0.03
H 6.912 0.658 1.137 -0.02 0.01 0.02
H 0.476 0.966 5.002 -0.06 -0.01 -0.04
H 0.425 -4.129 1.154 0.01 0.09 -0.04
H 6.487 2.241 0.497 -0.01 0.00 0.03
```
Positions in Å, forces in eV/Å.

The value obtained for the highest occupied orbital energy is -3.611 eV. For the LUMO energy, the calculation gives 0.06030 hartree. As for the energy relative to the best compared isomer or geometry (same formula, charge and spin): 1.160 eV. As for the net charge: -1.

C36H40GeNO3PtS2 | wB97M-V/def2-TZVPD

Geometry as XYZ:
```
84
Properties=species:S:1:pos:R:3:forces:R:3
Pt 0.666 -0.063 0.569 0.09 -0.88 1.29
Ge 1.150 1.780 -0.912 0.04 1.28 -0.74
S -2.293 -0.177 2.409 -0.09 0.12 -0.12
S -0.367 -1.896 -2.070 -0.24 -0.18 0.08
O -0.860 0.296 2.160 0.05 -0.07 -0.45
O -0.097 -1.722 -0.550 0.03 0.28 -0.21
O 2.552 -0.934 0.931 -0.04 0.73 -0.62
N 4.753 -0.620 1.321 0.05 -0.13 0.08
C -1.119 -2.644 2.046 -0.01 -0.03 0.01
C -2.029 -5.610 -2.279 -0.02 0.00 0.00
C -2.574 0.195 -0.360 -0.19 -0.13 -0.07
C 3.880 4.855 -0.098 -0.05 0.07 0.01
C -2.305 -1.944 2.165 -0.02 0.01 0.12
C 2.422 2.942 0.006 0.03 -0.58 0.40
C -3.565 -3.977 2.109 0.00 0.02 0.00
C 4.336 4.583 1.185 0.00 0.01 -0.03
C -3.316 4.460 0.580 -0.07 -0.01 -0.09
C -1.706 3.714 2.201 -0.03 0.05 0.03
C -0.511 2.741 -1.219 -0.14 -0.36 0.28
C -2.019 -1.191 -2.369 0.11 0.06 0.07
C 4.759 -1.697 2.317 -0.05 -0.03 0.07
C -0.899 -6.391 -2.086 0.02 0.00 0.02
C -2.923 4.035 -1.822 -0.02 -0.01 0.05
C -0.921 3.197 1.211 0.10 -0.04 -0.05
C 3.644 -0.318 0.710 0.14 -0.16 -0.06
C 5.969 0.165 1.047 0.03 0.09 -0.05
C -1.297 3.279 -0.151 -0.12 0.15 -0.13
C -2.380 -4.689 1.950 0.01 -0.01 -0.02
C -3.532 -2.598 2.225 -0.01 0.01 -0.06
C 2.867 2.688 1.307 0.07 0.16 -0.12
C 2.920 4.042 -0.687 0.03 -0.06 0.01
C -1.932 -4.225 -2.291 0.02 -0.03 0.01
C 3.825 3.504 1.894 -0.07 -0.02 0.05
C -2.862 -1.108 -1.098 0.05 -0.06 0.09
C -0.945 2.862 -2.518 -0.01 -0.17 0.05
C -3.274 0.375 0.967 0.11 0.07 0.15
C -2.521 3.930 -0.466 0.13 -0.04 0.04
C -1.162 -4.026 1.920 -0.03 -0.03 0.01
C 1.865 1.202 -2.631 0.06 -0.45 0.22
C 0.347 -5.798 -1.921 -0.01 0.00 0.02
C -2.162 3.508 -2.824 0.02 0.07 -0.10
C -2.920 4.359 1.883 -0.01 -0.04 0.08
C -0.684 -3.645 -2.117 0.12 0.09 -0.06
C 0.461 -4.419 -1.938 -0.04 -0.01 -0.05
H 4.262 5.710 -0.640 0.00 -0.01 0.02
H -3.921 -1.151 -1.363 0.01 -0.03 -0.06
H 5.079 5.226 1.640 -0.01 -0.02 -0.02
H 0.021 2.729 1.475 -0.01 -0.01 0.01
H -2.652 -1.967 -0.456 -0.06 -0.01 -0.02
H -3.528 4.783 2.672 0.01 -0.03 -0.02
H 4.158 3.311 2.906 -0.01 0.02 -0.02
H -4.222 -0.162 1.036 0.00 0.05 0.03
H -0.167 -2.129 2.067 -0.01 -0.03 0.04
H -3.450 1.432 1.176 -0.04 -0.02 0.04
H 4.347 -2.606 1.885 0.00 0.01 -0.04
H 2.088 2.086 -3.229 -0.02 0.02 0.06
H 1.426 -3.941 -1.819 -0.01 -0.04 -0.01
H 1.160 0.569 -3.170 0.04 0.06 -0.03
H -2.994 -6.075 -2.434 0.02 0.00 0.04
H -0.349 2.462 -3.331 -0.08 -0.01 0.00
H -4.249 4.949 0.325 0.04 0.03 0.01
H -3.846 4.555 -2.050 -0.02 -0.06 0.00
H 1.232 -6.409 -1.795 -0.03 0.00 0.02
H -2.822 1.042 -1.003 0.01 0.02 0.00
H -2.484 3.587 -3.854 0.04 0.05 0.01
H -1.392 3.638 3.235 0.00 0.03 -0.03
H 6.818 -0.316 1.521 -0.03 -0.06 0.00
H 2.789 0.639 -2.491 0.00 0.03 -0.06
H 2.451 1.860 1.877 0.04 0.02 0.04
H -2.824 -3.635 -2.442 0.00 -0.03 0.03
H 5.874 1.176 1.443 -0.05 -0.02 0.06
H -0.989 -7.470 -2.069 0.01 0.03 -0.04
H 2.548 4.282 -1.678 0.08 -0.01 -0.01
H 5.778 -1.883 2.637 0.04 0.04 -0.03
H -4.512 -4.497 2.159 0.02 0.01 0.00
H -0.242 -4.585 1.813 -0.01 0.02 0.01
H -4.452 -2.040 2.365 0.01 -0.05 0.02
H -1.828 -0.198 -2.783 -0.01 -0.01 0.00
H -2.474 -1.792 -3.155 0.08 0.03 -0.05
H 3.716 0.493 -0.013 -0.08 0.02 -0.03
H -2.408 -5.768 1.875 0.00 0.02 -0.02
H -1.497 0.271 -0.193 0.03 0.18 -0.12
H 4.156 -1.420 3.181 0.00 0.04 -0.01
H 6.158 0.221 -0.023 -0.04 -0.05 -0.01
```
Positions in Å, forces in eV/Å.

The value obtained for the highest occupied orbital energy (alpha / beta) is -13.060 / -13.059 eV. Its spin multiplicity is 2. The expectation value of S² is 0.76. For the LUMO energy (alpha / beta), the calculation gives -0.26713 / -0.26324 hartree. As for the energy relative to the best compared isomer or geometry (same formula, charge and spin): 0.145 eV. As for the net charge: +2.